Record 1
Density functional theory data (ωB97M-V/def2-TZVPD) for a cluster of 4 separate species, C4H14NO2 in total.

XYZ file:
```
21
Properties=species:S:1:pos:R:3:mulliken_charge:R:1
C -2.002 -0.312 -2.107 -1.33
C -0.714 -1.091 -1.809 -0.20
C -0.084 -0.776 -0.527 0.25
C 1.249 -0.900 -0.260 -0.63
N 0.956 -1.043 3.394 -0.68
H -1.989 0.774 -2.123 0.35
H -2.861 -0.748 -1.593 0.38
H -2.329 -0.591 -3.122 0.40
H -0.060 -0.617 -2.570 0.29
H -0.854 -2.160 -1.967 0.33
H -0.775 -0.301 0.197 0.41
H 1.945 -1.042 -1.088 0.29
H 1.968 -0.989 3.374 0.25
H 0.602 -1.991 3.479 0.24
H 0.695 -0.656 4.300 0.25
H -0.834 3.072 1.079 0.34
H 0.606 2.272 0.269 0.44
O -0.535 2.146 0.923 -0.49
H 1.668 -0.780 0.736 0.26
H 1.842 3.320 -0.289 0.33
O 1.507 2.412 -0.296 -0.48
```

LUMO level: -0.369 Eh
Relative energy (zero: lowest compared OMol25 entry of this formula, charge and spin): 225.6 kcal/mol
DFT total energy: -9944.977 eV
Net charge: +1


Record 2
Density functional theory data (ωB97M-V/def2-TZVPD) for an isolated molecule of C2H5N3S2.

XYZ file:
```
12
Properties=species:S:1:pos:R:3:mulliken_charge:R:1
N 1.645 1.626 0.045 -0.37
C 1.658 0.265 0.000 0.40
S 2.983 -0.721 -0.110 -0.40
N 0.449 -0.347 0.256 -0.19
C -0.809 0.213 0.067 0.11
N -1.790 -0.586 0.150 -0.43
S -3.382 0.040 -0.136 -0.16
H 2.504 2.201 -0.136 0.23
H 0.877 2.209 0.309 0.17
H 0.558 -1.401 0.124 0.26
H -0.810 1.281 -0.277 0.21
H -3.968 -1.099 0.363 0.17
```

LUMO level: 0.015 Eh
Relative energy (zero: lowest compared OMol25 entry of this formula, charge and spin): 32.4 kcal/mol
SMILES: NC(=S)N/C=N/S
DFT total energy: -28295.261 eV
Net charge: 0


Number 1: gap between HOMO and LUMO 3.5 eV. Number 2: gap between HOMO and LUMO 8.9 eV.